# C24H43FeN2P3S2

A structure of composition C24H43FeN2P3S2 at a distorted geometry (wB97M-V/def2-TZVPD, the OMol25 dataset).

Results
**Maximum force**: 3.1 eV Å⁻¹
**2S+1**: 6
**Net charge**: +3
**<S²>**: 8.79
**HOMO energy (spin up / spin down)**: -16.13 / -16.14 eV
**Relative energy (zero: lowest compared OMol25 entry of this formula, charge and spin)**: 1.2060 eV

```
75
Properties=species:S:1:pos:R:3:lowdin_charge:R:1
Fe 0.3084 0.2736 0.3462 0.30
P 0.0626 0.6511 2.6327 0.74
P 0.6184 -1.9457 0.6661 0.75
P -0.4968 2.3150 -0.0632 0.72
H -4.0056 -1.6237 -4.6206 0.12
C -3.3364 -0.8064 -4.9002 -0.23
C -1.8882 -1.0044 -5.1241 -0.21
H -1.4249 -1.9914 -5.0915 0.09
C -1.6709 0.3205 3.1504 -0.21
C 0.9954 -0.3874 3.8397 -0.23
C 0.3797 2.2836 3.4353 -0.23
C 0.6742 -2.9171 -0.8817 -0.25
C 2.1854 -2.4566 1.4984 -0.20
C -0.7108 -2.8188 1.5753 -0.24
C -1.1271 2.5116 -1.7656 -0.28
C 0.8071 3.6071 0.0261 -0.20
C -1.9195 3.0312 0.8598 -0.22
H -3.7881 -0.0993 -5.5931 0.12
H -1.4179 -0.3028 -5.8210 0.11
H -1.7507 0.4755 4.2357 0.08
H -1.9448 -0.7123 2.9027 0.03
H -2.3578 0.9979 2.6311 0.03
H 0.8010 0.0044 4.8503 0.07
H 2.0743 -0.3352 3.6404 0.05
H 0.6828 -1.4383 3.8020 0.03
H 0.3182 2.1372 4.5240 0.07
H -0.3547 3.0397 3.1422 0.03
H 1.3798 2.6609 3.1918 0.04
H 0.3706 -3.9511 -0.6702 0.07
H 1.6816 -2.9084 -1.3203 0.06
H -0.0403 -2.5039 -1.6073 0.01
H 2.0118 -2.6736 2.5613 0.05
H 2.9349 -1.6562 1.4174 0.04
H 2.5730 -3.3561 0.9992 0.07
H -0.6370 -3.8917 1.3532 0.07
H -1.6835 -2.4467 1.2262 0.04
H -0.6379 -2.6662 2.6585 0.04
H -1.3812 3.5637 -1.9672 0.08
H -2.0372 1.9002 -1.8533 -0.01
H -0.3900 2.1550 -2.4984 0.05
H 0.4293 4.5232 -0.4503 0.08
H 1.7031 3.2562 -0.5037 0.05
H 1.0797 3.8074 1.0702 0.05
H -2.3882 3.8100 0.2418 0.07
H -1.6191 3.4709 1.8162 0.04
H -2.6641 2.2492 1.0528 0.04
C -2.9261 -1.3198 -2.2865 -0.45
C -3.7591 -0.9694 -1.2194 -0.07
C -4.4160 -1.9804 -0.5208 -0.04
C -4.1624 -3.3154 -0.8340 -0.03
C -3.1808 -3.6541 -1.7722 -0.02
C -2.5437 -2.6412 -2.4886 -0.11
S -2.3802 -0.1185 -3.4705 1.10
H -3.2222 0.8939 -3.2451 0.01
H -3.9015 0.0869 -1.0061 0.11
H -5.1109 -1.7044 0.2738 0.13
H -4.6950 -4.0954 -0.2974 0.13
H -2.9149 -4.6976 -1.9453 0.13
H -1.7891 -2.8842 -3.2344 0.11
N 1.8716 -0.3447 -2.3934 0.11
C 2.7105 0.1233 -1.4483 -0.67
N 2.3399 0.4939 -0.2233 -0.05
C 3.4645 1.0355 0.4818 -0.30
C 3.4739 1.5318 1.7889 -0.04
C 4.6024 2.2309 2.2490 -0.04
C 5.7321 2.3669 1.4378 -0.04
C 5.7604 1.7946 0.1616 -0.05
C 4.6288 1.1348 -0.3104 -0.44
S 4.3874 0.3951 -1.8880 1.16
H 2.2913 -0.6972 -3.2406 0.12
H 0.9125 -0.6037 -2.1772 0.06
H 2.6063 1.3650 2.4333 0.04
H 4.5937 2.6661 3.2473 0.12
H 6.6012 2.9081 1.8000 0.13
H 6.6272 1.8473 -0.4874 0.13
```